This record from the Open Molecules 2025 dataset describes a structure of composition H16LiO8. The level of theory is the ωB97M-V functional and the def2-TZVPD basis.

The HOMO energy is -14.1 eV. As for the total energy: -16841.107 eV. The energy relative to the best compared isomer or geometry (same formula, charge and spin) is 22.1 kcal/mol. Its net charge is +1. As for the orbital gap: 10.3111 eV.

Positions of all 25 atoms, in Å:
O 1.97760 1.46616 2.81460
O 0.42160 -0.98084 -3.54540
O -0.01040 1.94116 1.01660
O 1.03060 -1.33184 1.40260
O -1.24640 1.19916 -1.52640
O -2.11640 -0.13784 0.97160
O 1.64160 0.16616 -0.84640
O -0.63740 -1.63584 -1.05840
Li -0.26540 0.17816 0.00560
H -1.70740 1.81816 -0.95340
H 0.24960 -1.14484 -2.61340
H -1.91540 -0.84484 1.53660
H 0.73660 -2.24284 1.43560
H 1.25160 1.46116 2.17060
H -0.37840 2.29716 1.84260
H 0.70760 -1.03984 2.27960
H 1.31860 -1.16684 -3.58140
H -1.90140 0.58316 -1.88340
H 1.80860 0.74516 -1.58040
H 0.33060 2.74216 0.63060
H -1.52440 -1.61184 -1.33940
H -0.60140 -2.51284 -0.66940
H 1.71260 0.95616 3.56460
H 2.16860 -0.63584 -0.98840
H -3.05140 -0.26784 0.91460

These are the Löwdin partial charges, in e, on atoms 1 to 5: -0.037 -0.021 -0.076 -0.049 -0.069

---

This record from the Open Molecules 2025 dataset describes a cluster of 9 separate species, H16NO11 in total. The level of theory is the ωB97M-V functional and the def2-TZVPD basis.

The HOMO energy is -7.1 eV. As for the total energy: -24269.588 eV. The energy relative to the best compared isomer or geometry (same formula, charge and spin) is 69.4 kcal/mol. Its net charge is -1. As for the orbital gap: 9.7223 eV.

Positions of all 28 atoms, in Å:
O 0.94686 0.67261 2.91518
O -1.35614 -2.96439 -2.19982
O -0.45814 -2.65539 1.94218
O -1.37714 3.59761 0.56918
O 0.12186 -0.72239 -0.91582
O 3.15186 0.84061 0.58418
O 0.23286 1.22361 -0.00082
O -1.06914 -0.26339 0.83718
O -3.45814 1.31461 -0.81482
O 1.95386 -2.73239 -0.26582
O 1.63686 0.39061 -3.05882
N -0.37414 0.18261 -0.18282
H -0.76014 -2.96539 2.76218
H 1.24186 -1.98539 -0.47582
H -0.95614 4.36661 0.52618
H 1.07986 0.74161 -3.67882
H -2.98514 0.99661 0.07018
H -2.92114 1.90461 -1.39282
H 0.96986 0.42961 -2.37682
H -0.64514 -1.67939 1.70618
H -0.05214 0.64161 3.11418
H 3.32586 1.83161 0.67218
H 2.42586 0.77861 -0.02782
H 0.88786 1.13261 2.05718
H 1.63686 -2.69239 0.69618
H -0.72514 3.11261 0.09918
H -1.62314 -3.23839 -1.35882
H -0.85114 -2.25939 -1.80182

These are the Löwdin partial charges, in e, on atoms 1 to 5: -0.106 -0.038 -0.080 0.012 -0.061

---

This record from the Open Molecules 2025 dataset describes a cluster of 9 separate species, H16NO11 in total. The level of theory is the ωB97M-V functional and the def2-TZVPD basis.

The HOMO energy is -6.7 eV. As for the total energy: -24271.107 eV. The energy relative to the best compared isomer or geometry (same formula, charge and spin) is 34.4 kcal/mol. Its net charge is -1. As for the orbital gap: 9.4591 eV.

Positions of all 28 atoms, in Å:
O -1.16461 -2.29993 2.87725
O -1.86161 3.19807 -2.76275
O -0.47961 -0.72293 -0.36075
O 3.30139 -1.06893 -0.31475
O 1.24639 0.01407 -1.37975
O -0.49661 1.11507 -1.45975
O -3.26061 -0.26193 -1.17675
O -0.45761 -3.23793 0.43225
O -0.07461 0.66307 2.06425
O 2.54539 1.11507 0.96225
O 1.23339 2.93507 -0.52475
N 0.05539 0.01207 -1.23475
H 3.11839 -1.81893 0.27725
H 0.35639 -0.00593 2.59425
H -2.09761 -2.07293 2.73925
H 0.77639 2.23607 -1.05975
H -0.87661 -2.34993 2.00025
H 2.58039 -0.99593 -0.88975
H -0.47361 0.15707 1.38125
H 1.75339 2.32007 -0.06975
H -2.77861 2.97307 -2.64875
H -2.31661 -0.38593 -0.97375
H -1.38161 2.47807 -2.32075
H -3.62661 0.34507 -0.52975
H -0.47961 -2.38093 -0.02375
H 0.48839 -3.34693 0.69825
H 1.75539 0.90907 1.44525
H 2.61539 0.47807 0.25825

These are the Löwdin partial charges, in e, on atoms 1 to 5: -0.050 -0.066 -0.077 -0.040 0.029

---

This record from the Open Molecules 2025 dataset describes a cluster of 8 separate species, H16O7S in total. The level of theory is the ωB97M-V functional and the def2-TZVPD basis.

The HOMO energy is -8.8 eV. As for the total energy: -25427.729 eV. The energy relative to the best compared isomer or geometry (same formula, charge and spin) is 26.2 kcal/mol. Its net charge is 0. As for the orbital gap: 8.8423 eV.

Positions of all 24 atoms, in Å:
S -1.47064 -0.67378 -3.57304
O 1.86497 1.52039 -0.06683
O -1.60048 -0.02811 1.00009
O 0.05453 2.08610 1.80509
O 0.31574 -0.96689 2.44822
O -0.66907 1.40849 -1.46073
O -0.54944 -2.27470 0.04844
O 0.98833 -0.77840 -1.49903
H -1.57573 0.03155 -2.42252
H 1.39617 1.44070 0.79944
H -0.14207 -1.79118 2.65401
H 1.22345 -1.16079 2.70522
H 1.92423 -0.55184 -1.48282
H -0.90283 -2.81113 -0.67748
H -0.14763 -0.88818 -3.48628
H 0.18453 -1.82691 -0.40991
H -0.51342 1.51769 1.23051
H -1.42623 -0.08083 1.94276
H -0.00369 2.11620 -1.43978
H -0.01143 1.67130 2.67230
H 2.77526 1.56247 0.27092
H -0.91132 1.33804 -0.52321
H -1.38899 -0.95477 0.69829
H 0.58577 0.09459 -1.23370

These are the Löwdin partial charges, in e, on atoms 1 to 5: 0.492 -0.078 -0.096 -0.063 -0.052